1.
Here is a cluster of 12 separate species, H25O12 in total from the OMol25 dataset. Energies are from wB97M-V/def2-TZVPD.

The geometry in XYZ format:
```
37
Properties=species:S:1:pos:R:3
O 36.86 -24.39 70.17
H 37.37 -23.43 70.09
H 35.94 -24.47 69.86
H 36.55 -24.50 71.16
O 38.89 -23.11 71.39
H 39.43 -23.37 72.19
H 39.68 -23.51 70.85
O 37.69 -22.06 69.07
H 37.01 -22.32 68.53
H 38.33 -22.27 68.54
O 35.78 -24.94 72.72
H 35.36 -25.56 73.41
H 36.71 -24.76 73.09
O 38.60 -23.73 67.87
H 39.24 -23.67 67.19
H 37.94 -24.37 67.47
O 35.60 -22.38 72.02
H 35.49 -21.49 72.37
H 35.04 -23.04 72.55
O 35.28 -22.85 67.48
H 35.48 -23.40 66.71
H 34.33 -22.90 67.77
O 37.61 -26.88 68.84
H 37.34 -27.74 68.80
H 38.46 -26.92 68.28
O 34.14 -24.38 70.11
H 33.57 -24.45 69.43
H 33.71 -24.61 70.96
O 35.90 -27.96 71.96
H 36.52 -28.25 71.06
H 36.23 -27.16 72.26
O 35.08 -27.00 68.09
H 34.64 -27.05 67.23
H 35.85 -26.60 68.03
O 38.55 -26.49 71.67
H 38.44 -27.00 70.76
H 38.52 -27.26 72.22
```

Values from the calculation:
LUMO level   -3.13 eV
Net charge   +1
Spin multiplicity   1

Atom charges from the natural (NBO) analysis, given in e for atoms 1 to 2: atom 1 (O): -0.872, atom 2 (H): 0.593

2.
Here is a cluster of 2 separate species, C3ClF2O2 in total from the OMol25 dataset. Energies are from wB97M-V/def2-TZVPD.

The geometry in XYZ format:
```
8
Properties=species:S:1:pos:R:3
C 2.10 -0.60 0.75
C 0.90 -0.20 0.73
C -1.96 0.31 -1.07
O -1.41 -0.06 -2.01
O -2.69 0.68 -0.23
F 3.17 -0.26 -0.15
F 0.09 0.84 -0.03
Cl -0.20 -0.72 2.01
```

Values from the calculation:
LUMO level   3.42 eV
Net charge   -1
Spin multiplicity   1

Atom charges from the natural (NBO) analysis, given in e for atoms 1 to 2: atom 1 (C): -0.051, atom 2 (C): 0.040

3.
Here is a structure of composition C48H49HgN6O2P2S from the OMol25 dataset. Energies are from wB97M-V/def2-TZVPD.

The geometry in XYZ format:
```
109
Properties=species:S:1:pos:R:3
Hg -0.70 0.16 0.81
C -6.16 2.48 2.50
C -4.97 3.27 3.07
N -3.87 2.43 3.46
C -3.04 1.87 2.48
S -2.25 0.44 3.01
N -2.98 2.48 1.35
N -2.09 2.18 0.40
C -2.39 2.58 -0.82
C -3.75 3.18 -1.11
C -1.46 2.42 -1.88
C -1.81 2.69 -3.23
C -0.90 2.50 -4.23
C 0.38 2.06 -3.90
C 0.65 1.82 -2.56
N -0.21 1.99 -1.58
H -6.92 3.16 2.13
H -6.59 1.83 3.27
H -5.79 1.86 1.69
H -5.28 3.85 3.95
H -4.60 3.96 2.31
H -4.08 1.76 4.18
H -4.27 3.32 -0.16
H -4.34 2.52 -1.74
H -3.65 4.15 -1.60
H -2.80 3.05 -3.47
H -1.17 2.67 -5.27
H 1.14 1.90 -4.65
H 1.64 1.47 -2.28
C -3.97 -2.09 -1.80
C -2.58 -1.69 -1.29
O -2.55 -1.04 -0.22
C -1.50 -2.09 -2.08
C -0.14 -1.78 -1.97
C 0.76 -2.37 -3.05
N 0.43 -1.03 -1.03
N 1.72 -0.77 -1.33
C 2.60 -0.33 -0.52
O 2.52 -0.08 0.83
C 3.89 0.00 -1.10
C 4.07 -0.09 -2.49
C 5.29 0.18 -3.08
C 6.37 0.56 -2.30
C 6.21 0.68 -0.92
C 4.99 0.41 -0.33
H -4.64 -2.27 -0.96
H -3.93 -2.97 -2.43
H -4.38 -1.26 -2.38
H -1.75 -2.72 -2.92
H 1.18 -1.56 -3.64
H 0.21 -3.04 -3.70
H 1.58 -2.91 -2.58
H 3.22 -0.39 -3.09
H 5.39 0.11 -4.15
H 7.33 0.77 -2.75
H 7.03 1.00 -0.30
H 4.88 0.52 0.73
C 1.08 1.89 3.04
C 2.02 0.71 3.20
P 1.58 -0.78 1.94
C 1.40 -2.52 1.01
C 0.16 -3.15 1.10
C -0.04 -4.42 0.59
C 1.01 -5.08 -0.03
C 2.25 -4.47 -0.12
C 2.44 -3.21 0.41
C 2.78 -1.75 3.02
C 2.31 -2.75 3.87
C 3.16 -3.43 4.71
C 4.51 -3.13 4.73
C 5.00 -2.14 3.90
C 4.14 -1.45 3.06
P 0.97 2.38 1.27
C 2.65 3.06 0.99
C 3.02 3.22 -0.35
C 4.31 3.55 -0.71
C 5.27 3.71 0.27
C 4.91 3.61 1.60
C 3.61 3.29 1.96
C 0.05 3.94 1.44
C 0.17 4.91 0.45
C -0.47 6.13 0.58
C -1.26 6.39 1.69
C -1.44 5.41 2.65
C -0.80 4.19 2.52
H 1.36 2.76 3.66
H 0.08 1.57 3.32
H 1.89 0.29 4.21
H 3.06 1.02 3.10
H -0.66 -2.60 1.57
H -1.01 -4.89 0.67
H 0.85 -6.07 -0.44
H 3.07 -4.99 -0.61
H 3.42 -2.74 0.33
H 1.25 -2.98 3.85
H 2.77 -4.20 5.37
H 5.18 -3.68 5.37
H 6.05 -1.89 3.91
H 4.53 -0.67 2.43
H 2.27 3.06 -1.11
H 4.57 3.64 -1.75
H 6.30 3.93 0.00
H 5.66 3.76 2.38
H 3.36 3.24 3.01
H 0.77 4.71 -0.42
H -0.35 6.89 -0.19
H -1.73 7.36 1.81
H -2.08 5.59 3.50
H -0.97 3.43 3.27
```

Values from the calculation:
LUMO level (spin up / spin down)   4.31 / 4.31 eV
Net charge   -2
⟨S²⟩   0.770
Spin multiplicity   2

Atom charges from the Mulliken analysis, given in e for atoms 1 to 2: atom 1 (Hg): 2.993, atom 2 (C): -1.231

Computed largest force on an atom, in the same sequence as the records: 0.1892 0.0756 0.0476 Eh/bohr.
Computed relative energy (zero: lowest compared OMol25 entry of this formula, charge and spin), in the same sequence as the records: 108.4 36.2 65.6 kcal/mol.